(1)
Density functional theory data (ωB97M-V/def2-TZVPD) for 3 unconnected molecules or ions with the total composition C29H30F9N2O7S.

ORCA input file:
```
! RIJCOSX wB97M-V def2-TZVPD def2/J DEFGRID3
* xyz 1 1
C 0.457 7.745 2.452
H 1.252 7.016 -1.274
C 6.216 7.204 1.504
H 0.225 -6.205 -2.778
H -1.689 -4.446 -4.677
H 6.798 8.109 1.645
C -4.215 -2.832 -3.715
H -0.773 -6.160 -5.024
C -1.670 -3.295 -0.461
C -0.762 -7.284 0.471
F 7.640 6.565 -0.264
H -4.989 -2.516 -4.564
F 1.526 9.491 -0.541
H 3.519 5.543 2.742
C 0.862 8.777 1.606
C -4.660 -2.049 -2.341
C 4.381 5.757 2.114
H -2.714 -4.955 -2.529
C 5.858 5.130 0.308
C -0.413 -5.220 -2.915
O 1.597 -1.206 1.854
O -2.171 -2.496 -1.628
H 4.811 7.638 3.079
H 0.368 -3.387 -4.835
H -0.211 -5.572 2.970
N -3.432 -7.209 0.496
C -1.343 -2.462 0.921
F -0.140 0.050 -0.771
H 0.036 5.637 2.619
C -3.507 -1.990 -1.176
F 1.008 3.342 0.880
H -1.964 -6.587 -1.949
O -0.428 -1.028 3.700
H -2.430 -9.160 0.398
C -0.414 -2.493 3.568
C -0.993 -5.630 0.574
C 1.142 8.499 0.273
C -0.785 -3.346 2.205
O -0.036 -3.223 4.653
H -0.192 -7.702 1.413
H 4.191 3.936 0.973
O -5.793 -2.839 -1.758
O 1.941 0.064 4.001
C 1.031 7.207 -0.229
H 0.227 7.954 3.494
H 0.961 9.792 1.974
H -3.864 -2.666 -0.265
C 0.347 6.443 1.959
H -1.503 -1.281 0.980
C 4.756 4.853 1.118
C -2.273 -7.989 0.465
H -6.190 -3.444 -2.453
N -1.481 -4.802 -0.628
C 0.270 1.340 2.211
H 0.555 5.157 0.239
O 0.449 -4.353 -5.122
C 5.108 6.933 2.306
C 0.058 1.499 -0.541
H -4.380 -3.984 -3.548
H -3.299 -0.912 -0.746
F -1.207 2.303 -0.581
C -0.715 -5.080 -4.526
C -1.787 -5.432 -1.999
F 0.624 2.385 3.243
C 0.976 1.833 0.816
H 6.160 4.443 -0.476
H -5.117 -0.967 -2.530
C -0.611 -4.969 2.048
H 0.161 -4.282 -2.458
H -0.168 -7.595 -0.489
C 6.579 6.302 0.510
C 0.637 6.172 0.619
H -4.220 -7.909 0.467
F 2.396 1.415 0.655
S 0.885 -0.295 2.883
F -1.210 1.291 2.180
H -3.135 -2.577 -4.087
F 0.874 2.004 -1.708
*
```

Computed properties:
- Kohn-Sham gap: 4.59 eV
- LUMO level: -5.7 eV
- HOMO level: -10.32 eV
- Max |F|: 10.11 eV/A
- Total energy: -3055.2311 Eh


(2)
Density functional theory data (ωB97M-V/def2-TZVPD) for a molecular structure, C29H30FN6O2SSeV.

ORCA input file:
```
! RIJCOSX wB97M-V def2-TZVPD def2/J DEFGRID3
* xyz -1 4
N -1.020 -1.848 -1.457
H 3.526 -0.584 4.571
H 2.343 5.200 -6.311
C 0.493 1.367 -5.088
H 1.261 2.034 1.836
C -3.995 -0.359 0.831
H 1.049 3.789 1.891
O 0.948 0.801 -1.278
C 0.774 2.847 2.374
C 3.092 -0.790 3.600
C 0.800 1.584 -3.749
H -0.066 0.485 -5.369
C -1.245 1.495 3.172
C 0.924 2.267 -6.041
H -2.340 2.812 4.450
H -1.194 3.724 0.506
H -2.445 -4.880 -1.487
N -2.905 -0.240 0.435
H -2.314 -2.753 -0.149
C -2.078 1.778 4.253
H 1.782 2.834 -2.323
H 3.755 -2.256 0.623
C 1.978 3.590 -4.328
C -1.274 2.719 0.926
V -0.915 -0.069 -0.183
C -0.341 -1.945 -2.631
C 1.666 3.391 -5.670
N 2.139 4.272 -6.644
F 1.391 -1.625 -0.021
S 0.178 0.513 -2.509
C 3.237 -1.720 1.408
C -2.576 0.778 5.068
H 0.326 -2.547 5.029
C 1.163 -0.594 2.100
H 0.695 2.100 -7.087
C -0.916 0.157 2.898
H 1.603 4.286 -7.497
H -2.312 2.395 0.860
C -1.137 -2.325 3.436
C -1.419 -0.863 3.727
C 1.950 -1.303 1.178
C 3.834 -1.463 2.640
H -2.644 -1.327 5.421
H -1.046 -4.963 -3.590
N -0.108 -0.186 1.782
H -3.166 -3.047 3.719
H 2.567 4.452 -4.037
C -0.747 2.683 2.362
C -1.837 -4.048 -1.805
H -0.393 -2.374 2.643
H -1.166 3.559 2.866
C 1.796 -0.369 3.341
N -0.340 -3.059 -3.382
H 1.161 2.861 3.395
C 1.544 2.690 -3.368
H -0.273 -4.074 4.368
H 4.847 -1.787 2.837
C -2.239 -0.536 4.798
H -3.232 1.019 5.896
H 1.239 0.154 4.107
H -2.194 -4.044 2.622
C -0.561 -3.057 4.647
H -1.289 -3.133 5.459
N 0.386 -0.904 -3.116
C -1.068 -4.077 -2.961
Se -5.653 -0.545 1.445
H -2.842 -2.472 2.095
C -2.407 -3.017 2.933
O -1.246 0.837 -2.257
H -0.655 2.090 0.277
C -1.765 -2.882 -1.074
*
```

Computed properties:
- Relative energy (zero: lowest compared OMol25 entry of this formula, charge and spin): 0.0 kJ/mol
- Kohn-Sham gap (alpha / beta): 6.37 / 6.78 eV
- LUMO level (alpha / beta): 2.3 / 2.3 eV
- HOMO level (alpha / beta): -4.05 / -4.47 eV
- Max |F|: 0.51 eV/A
- ⟨S²⟩: 3.758
- Total energy: -5445.7681 Eh


(3)
Density functional theory data (ωB97M-V/def2-TZVPD) for a molecular structure, C29H30N4NiO8PS.

ORCA input file:
```
! RIJCOSX wB97M-V def2-TZVPD def2/J DEFGRID3
* xyz -1 1
C -2.712 -2.661 0.980
H 7.283 -0.491 -0.129
H -1.662 -2.534 1.255
C 1.709 -4.452 -2.340
H 3.028 1.997 -2.061
O -4.116 -1.832 -0.766
S -4.710 1.997 1.636
O -2.623 -0.329 -2.633
O 1.635 0.986 2.818
H -3.351 -2.329 1.800
H 6.571 -0.366 -2.498
Ni 0.219 -1.339 0.130
H 0.722 3.309 -5.424
C -2.741 3.464 2.813
H 0.636 2.684 5.280
H 3.169 -0.726 1.081
C -3.380 2.232 2.763
O 0.085 0.583 1.331
H 2.223 -2.105 -3.142
N 0.600 -3.197 -0.612
H -2.941 -3.703 0.764
C 4.476 -0.436 -2.027
H -0.335 3.963 6.022
C 3.919 -0.624 0.298
H -1.253 4.633 3.811
C -1.407 2.674 4.668
C 2.250 1.807 -2.791
N 1.605 -2.035 -2.347
H -4.701 0.540 -0.027
O -2.052 -0.946 -0.552
C 5.827 -0.430 -1.710
C 3.504 -0.519 -1.025
H -3.127 3.023 -0.239
H -3.046 4.250 2.131
H 1.693 -6.586 -2.170
P 1.693 -0.595 -1.359
H -1.260 1.370 -0.265
C 0.213 1.374 -4.624
O -5.621 1.033 2.189
C 1.534 0.605 -2.739
H -0.211 -4.302 0.913
O 1.131 -1.067 2.244
H -0.602 1.207 -5.321
C 1.962 2.767 -3.754
C -2.048 1.439 4.582
H -1.770 0.647 5.268
H -0.064 -0.509 -3.639
C 5.273 -0.611 0.619
N -4.076 1.263 0.321
H -3.554 0.262 3.581
C 6.228 -0.509 -0.381
C 0.506 0.410 -3.669
C -1.756 3.674 3.763
C 0.944 2.557 -4.675
H -1.583 1.948 -1.927
C 0.326 -4.369 -0.026
O -5.175 3.313 1.289
H 2.281 -4.428 -3.261
C -3.032 1.211 3.636
C -0.340 2.920 5.703
C -3.315 2.039 -0.667
N 0.946 0.183 2.162
C -3.056 -1.822 -0.209
C 1.389 -5.644 -1.730
C -2.269 -0.010 -1.551
C 1.302 -3.243 -1.757
H 5.578 -0.680 1.657
C -1.979 1.386 -1.082
C 0.686 -5.602 -0.533
H 4.168 -0.362 -3.066
H -3.912 2.180 -1.569
H 2.533 3.689 -3.783
H -0.487 2.285 6.577
H 0.421 -6.510 -0.006
*
```

Computed properties:
- Relative energy (zero: lowest compared OMol25 entry of this formula, charge and spin): 278.7 kJ/mol
- Kohn-Sham gap (alpha / beta): 4.99 / 4.97 eV
- LUMO level (alpha / beta): 2.7 / 2.7 eV
- HOMO level (alpha / beta): -2.29 / -2.27 eV
- Max |F|: 2.19 eV/A
- Total energy: -4191.8417 Eh


(4)
Density functional theory data (ωB97M-V/def2-TZVPD) for a molecular structure, C29H30NO3Tl.

ORCA input file:
```
! RIJCOSX wB97M-V def2-TZVPD def2/J DEFGRID3
* xyz 0 1
C -1.967 -5.488 1.782
H -1.806 5.499 2.062
C -0.521 4.307 -0.861
C 2.036 -1.865 -0.845
H 1.543 4.392 -1.459
O -0.512 -3.236 0.757
C 0.308 5.455 1.557
H 3.002 1.149 -3.395
Tl -0.814 -1.391 -1.857
N 0.068 2.901 -2.859
C 1.084 1.379 -1.174
C -0.983 3.697 -2.158
H 0.184 2.594 1.780
H -1.056 -5.198 2.310
H -1.869 3.062 -1.973
C 0.830 4.603 -0.655
C 2.439 -0.561 -0.439
C 2.112 -2.722 0.284
C -1.056 5.232 1.314
H 4.533 1.123 -0.886
H 1.226 2.336 -0.660
C 2.842 0.261 -2.769
H -2.576 -0.664 0.882
H -3.864 -4.416 -0.838
C 1.253 5.123 0.577
C 2.762 -0.620 0.949
H 3.782 -0.307 -2.748
O -0.174 0.616 -3.052
H -0.077 2.914 -3.871
H -1.290 4.502 -2.842
H 0.452 0.812 -0.474
C 3.562 1.626 -0.830
C 2.483 0.660 -1.328
C 2.582 -1.957 1.386
H -5.144 -6.480 -0.256
C -0.724 -0.603 2.145
C -1.469 4.660 0.109
C 0.288 1.610 -2.423
H 1.040 0.403 3.083
C 0.172 0.457 2.428
C -3.816 -7.012 1.386
H 3.396 1.941 0.207
H 2.079 -0.356 -3.257
C -1.703 -3.386 0.399
H 0.625 5.909 2.500
H -0.653 -1.606 2.545
C -4.252 -6.213 0.317
H 3.122 0.223 1.542
H 2.319 5.277 0.750
H 1.796 -2.159 -1.869
C -3.551 -5.050 -0.007
C -1.726 -0.110 1.261
H -4.374 -7.907 1.659
C -1.458 1.263 1.011
C -0.277 1.612 1.735
H -2.068 1.929 0.403
H 1.870 -3.778 0.302
C -2.672 -6.648 2.115
H 3.594 2.526 -1.459
H -2.528 4.475 -0.109
O -2.419 -2.543 -0.266
C -2.426 -4.661 0.744
H 2.768 -2.330 2.389
H -2.330 -7.257 2.954
*
```

Computed properties:
- Relative energy (zero: lowest compared OMol25 entry of this formula, charge and spin): 0.0 kJ/mol
- Kohn-Sham gap (alpha / beta): 6.24 / 6.19 eV
- LUMO level (alpha / beta): -1.4 / -1.5 eV
- HOMO level (alpha / beta): -7.67 / -7.65 eV
- Max |F|: 3.45 eV/A
- Total energy: -1575.8932 Eh


(5)
Density functional theory data (ωB97M-V/def2-TZVPD) for a molecular structure, C29H30NSi.

ORCA input file:
```
! RIJCOSX wB97M-V def2-TZVPD def2/J DEFGRID3
* xyz 1 1
H -3.887 3.628 -0.806
H -2.129 -3.705 0.362
H -5.616 2.601 -2.000
H -1.077 1.807 1.476
C 4.168 0.222 -0.100
C 4.829 -2.176 1.183
C 3.490 -1.776 1.090
H 0.093 0.521 -2.436
C 1.651 2.627 -0.247
C -1.929 0.315 2.630
H 1.761 4.772 -0.432
N -1.050 0.785 1.514
H -2.225 1.201 3.211
C 3.150 -0.574 0.446
H 1.098 -0.447 3.639
H -1.074 -0.304 4.497
C -4.955 0.585 -1.992
H 0.904 -4.163 -2.681
C 0.615 3.879 -2.042
H -1.070 -1.601 1.100
H -1.388 0.334 0.276
C 1.378 3.849 -0.871
H 0.389 4.833 -2.523
C 0.332 -0.676 2.893
H -1.542 -1.649 3.465
C 0.517 -1.664 -0.376
C 1.057 -2.397 -1.445
H 6.289 0.451 -0.428
C -1.091 -0.652 3.462
H 1.957 -2.031 -1.949
C -0.676 -4.083 -1.209
C 0.148 2.681 -2.596
H -5.841 0.302 -2.572
C 0.403 0.381 1.787
H -1.145 -5.016 -1.526
C -3.838 2.537 -0.884
C -1.225 -3.360 -0.145
C 1.148 1.428 -0.780
C -0.624 -2.164 0.274
H -2.262 -1.268 -1.050
H 0.570 -1.669 2.501
H 6.882 -1.694 0.702
H 5.077 -3.113 1.681
C 0.438 1.455 -1.986
H 2.703 -2.412 1.506
H 2.245 2.609 0.673
H 3.908 1.151 -0.614
Si 1.358 -0.118 0.244
C -4.037 -0.427 -1.758
H -4.223 -1.397 -2.233
C -4.837 1.927 -1.631
H -2.844 -0.125 2.221
H 0.896 1.292 2.158
H -2.215 2.700 0.417
C 5.506 -0.177 -0.002
C -2.366 0.645 -0.194
H -0.450 2.698 -3.509
C 0.467 -3.600 -1.856
C -2.779 1.965 -0.173
C -2.873 -0.363 -0.998
C 5.839 -1.379 0.634
*
```

Computed properties:
- Relative energy (zero: lowest compared OMol25 entry of this formula, charge and spin): 215.1 kJ/mol
- Kohn-Sham gap: 6.26 eV
- LUMO level: -4.4 eV
- HOMO level: -10.68 eV
- Max |F|: 6.95 eV/A
- Total energy: -1466.9650 Eh


(6)
Density functional theory data (ωB97M-V/def2-TZVPD) for 5 unconnected molecules or ions with the total composition C29H31BBrO8S.

ORCA input file:
```
! RIJCOSX wB97M-V def2-TZVPD def2/J DEFGRID3
* xyz -1 1
H 1.720 2.401 5.757
H -6.950 -1.026 -6.250
O 4.302 -1.272 2.378
C 0.966 0.381 0.218
C -8.252 0.401 -5.315
C -5.185 -4.721 -4.420
C 2.052 2.971 7.796
C 6.475 3.534 -1.570
H -7.754 1.779 -2.263
H 4.705 -0.841 1.621
C 2.915 2.910 8.882
C -0.023 -1.046 -1.624
S 2.013 -2.240 -0.443
H 4.791 2.176 9.619
C -3.870 -5.169 -4.447
O 1.919 -1.039 1.900
C 2.396 2.354 6.602
O -2.158 -0.608 -0.847
C -5.606 -3.884 -3.395
C -3.402 -3.937 -2.430
H -2.713 -3.623 -1.655
H -6.628 -3.525 -3.374
C -8.477 1.190 -4.195
O 3.344 -2.357 -0.976
H 7.862 4.479 -0.233
C 5.165 2.670 0.717
B 3.032 -0.852 2.697
C 4.120 2.229 8.771
H 2.648 3.392 9.813
C 2.019 -0.684 0.537
H 0.154 0.323 0.938
C -7.580 1.162 -3.136
C -4.717 -3.498 -2.401
H 1.471 1.341 0.313
C 3.602 1.677 6.487
H 5.402 1.083 7.489
H 3.783 1.720 -0.629
O 1.558 -3.285 0.406
H -5.759 0.319 -2.369
C 6.967 3.877 -0.317
C 6.310 3.447 0.827
H -3.538 -5.823 -5.245
H 3.009 -0.272 0.346
H 6.987 3.871 -2.463
H -0.376 -0.967 -2.648
C 4.675 2.326 -0.536
H 1.111 3.499 7.882
H -5.360 -1.079 -4.358
H -5.877 -5.020 -5.197
C 5.329 2.761 -1.679
H 3.867 1.197 5.555
Br 1.672 1.135 -2.447
C 4.463 1.614 7.575
H -1.953 -5.114 -3.482
C 0.401 0.318 -1.181
C -6.459 0.345 -3.194
O -1.266 -2.599 -0.262
O 2.834 -0.279 3.930
C -1.277 -1.488 -0.801
H 4.942 2.494 -2.654
C -6.234 -0.441 -4.315
H 6.691 3.716 1.804
C -2.980 -4.773 -3.456
H -8.953 0.420 -6.140
C -7.129 -0.412 -5.376
H -0.497 0.921 -1.233
H -9.352 1.826 -4.147
H 4.653 2.334 1.611
O 1.089 -1.983 -1.694
H -5.043 -2.843 -1.603
H 1.953 0.110 3.930
*
```

Computed properties:
- Kohn-Sham gap: 7.95 eV
- LUMO level: 2.2 eV
- HOMO level: -5.77 eV
- Max |F|: 0.81 eV/A
- Total energy: -4722.8495 Eh


Question: total energy of number 6 (C29H31BBrO8S)?
Answer: -4722.8495 Eh


Question: Among the records above, which one has the lowest total energy?
Answer: C29H30FN6O2SSeV


Question: Which value of max |F| does entry 5 give?
Answer: 6.95 eV/A